No. 1
69
Properties=species:S:1:pos:R:3:forces:R:3 method="wB97M-V/def2-TZVPD" s2=6.01 multiplicity=5 orbital_gap_ev="7.353 / 7.493" total_charge=+3 lumo_ha="-0.3662 / -0.3610"
Pm -0.3913 0.0484 0.2734 0.60 2.53 0.83
P 2.0148 1.0615 1.5385 1.12 0.62 0.69
P -2.4350 2.0487 0.6859 -1.63 1.43 0.34
P 0.7394 1.6673 -1.8804 0.61 0.61 -1.09
H 0.0544 -4.9142 1.7460 0.41 -0.02 -0.29
C 0.7983 -4.7601 0.9542 0.31 0.59 -0.05
C 2.0187 -4.2432 1.1645 -0.41 -0.11 -0.25
H 2.4107 -3.9284 2.1392 -0.30 -0.31 -0.29
C 2.5253 0.3368 3.1391 -0.18 -0.41 0.10
C 1.9465 2.8296 2.0304 -0.37 0.06 -0.22
C 3.6099 0.9568 0.6517 -0.06 -0.24 -0.35
C -4.0554 1.8377 -0.1527 0.25 -0.52 -0.26
C -3.0174 2.2419 2.4195 0.30 -0.30 0.20
C -2.1089 3.8063 0.2741 0.55 -0.11 -0.15
C 2.0739 0.8401 -2.8345 -0.06 -0.28 0.20
C 1.4133 3.3629 -1.7452 -0.12 0.13 0.32
C -0.5184 1.8883 -3.2014 -0.16 -0.14 0.31
H 0.4830 -5.0236 -0.0655 0.17 -0.09 0.55
H 2.7185 -4.1532 0.3272 -0.21 0.00 0.30
H 2.4618 -0.7582 3.0993 0.13 0.19 0.07
H 1.8944 0.7017 3.9592 0.18 -0.07 -0.19
H 3.5677 0.6239 3.3331 -0.32 -0.08 0.06
H 1.2412 2.9420 2.8672 0.22 0.05 -0.21
H 1.5985 3.4520 1.1942 0.18 -0.06 0.26
H 2.9451 3.1620 2.3505 -0.31 -0.09 -0.08
H 3.7896 -0.0905 0.3672 0.07 0.29 0.04
H 4.4101 1.2831 1.3317 -0.22 -0.03 -0.29
H 3.6119 1.5725 -0.2580 0.06 -0.16 0.31
H -4.7057 2.6969 0.0625 0.24 -0.24 -0.02
H -4.5328 0.9156 0.2002 -0.02 0.21 -0.11
H -3.8983 1.7570 -1.2351 -0.17 0.06 0.17
H -3.8870 2.9177 2.4416 0.33 -0.23 -0.04
H -2.2164 2.6611 3.0448 -0.26 -0.07 -0.12
H -3.3098 1.2647 2.8276 -0.03 0.29 -0.06
H -2.9855 4.4124 0.5455 0.26 -0.22 -0.08
H -1.9072 3.9112 -0.8002 -0.10 0.07 0.26
H -1.2331 4.1617 0.8320 -0.20 0.05 -0.13
H 2.0723 1.2211 -3.8637 0.08 -0.07 0.27
H 1.9003 -0.2425 -2.8534 0.15 0.18 -0.15
H 3.0502 1.0268 -2.3719 -0.21 -0.07 -0.16
H 1.5665 3.7896 -2.7487 -0.01 -0.17 0.34
H 2.3684 3.3519 -1.2012 -0.25 0.06 -0.20
H 0.7049 3.9937 -1.1903 0.22 -0.03 -0.20
H -0.0230 2.2777 -4.0978 -0.14 -0.03 0.16
H -1.2853 2.5970 -2.8708 0.06 -0.11 -0.15
H -0.9904 0.9277 -3.4374 0.04 0.19 -0.05
C -0.6487 -2.5560 -2.9363 -0.61 -0.96 -1.21
C -1.7306 -2.2628 -3.7875 0.01 0.19 -0.20
C -1.8939 -2.9803 -4.9722 -0.09 0.18 0.20
C -0.9900 -3.9890 -5.3223 0.16 0.14 0.33
C 0.0658 -4.2993 -4.4595 -0.04 0.05 0.02
C 0.2344 -3.5987 -3.2706 0.12 0.13 0.28
S -0.3166 -1.6059 -1.5443 -0.72 -0.92 -0.22
H -1.3772 -1.6515 -0.5280 0.46 -1.49 -1.66
H -2.4207 -1.4611 -3.5262 0.08 -0.21 -0.13
H -2.7299 -2.7460 -5.6339 0.26 -0.05 0.25
H -1.0956 -4.5243 -6.2668 -0.04 0.13 0.31
H 0.7611 -5.0969 -4.7115 -0.12 0.19 0.05
H 1.0612 -3.8160 -2.6007 -0.06 -0.14 -0.13
C -0.8885 -0.0121 4.4233 0.29 0.33 0.44
C -0.5649 -1.0952 3.4616 -0.04 0.00 -0.82
C -0.1721 -2.4160 3.9889 0.01 -0.42 -0.39
O -0.6317 -0.8913 2.2053 -0.08 -0.54 2.63
H -0.4872 -0.2638 5.4165 -0.27 0.10 -0.30
H -1.9778 0.1238 4.5177 0.22 -0.22 -0.08
H -0.4733 0.9605 4.1166 -0.16 -0.33 -0.11
H -0.0512 -3.1566 3.1923 -0.05 0.22 0.14
H 0.7775 -2.3390 4.5446 -0.32 0.13 0.01
H -0.9390 -2.7561 4.7007 0.21 0.11 0.01

---

No. 2
92
Properties=species:S:1:pos:R:3:forces:R:3 method="wB97M-V/def2-TZVPD" orbital_gap_ev=9.116 lumo_ha=-0.0011 smiles="NC(N)=O.NC(N)=O.NC(N)=O.NC(N)=O.NC(N)=O.NC(N)=O.NC(N)=O.OCCO.OCCO.OCCO.O.O"
C -14.2147 -3.4170 9.5955 -0.81 -0.53 2.73
O -13.7545 -3.7930 10.6653 0.58 0.34 0.06
N -14.1639 -4.2157 8.5040 -0.46 0.91 -0.04
N -14.9881 -2.2992 9.5044 0.70 -0.66 -1.05
H -14.3619 -3.6495 7.6944 0.61 -0.92 -1.16
H -13.4526 -4.9057 8.6711 0.08 -0.12 -0.87
H -15.0740 -1.7251 10.3218 -0.37 0.13 -0.25
H -15.4142 -2.1871 8.5996 -0.38 0.90 0.40
C -18.4072 -8.7026 6.1442 -0.78 -0.39 -0.52
O -17.6207 -9.3398 6.8515 -0.18 0.31 0.17
N -18.0411 -7.8140 5.2194 0.89 0.09 0.02
N -19.7606 -8.8663 6.1823 -0.01 -0.73 1.39
H -17.0381 -7.7036 5.1129 -0.14 0.78 -0.28
H -18.7731 -7.3957 4.6783 0.54 0.34 -0.37
H -20.3552 -8.4761 5.4756 -0.01 -0.20 -0.06
H -19.9994 -9.7565 6.6048 -0.45 0.05 -0.38
C -19.8333 -12.0821 7.7196 1.46 0.36 -0.13
O -19.7621 -11.9211 6.5019 -0.63 0.53 0.56
N -20.4353 -13.1118 8.2967 -1.62 -1.77 0.04
N -19.2480 -11.2746 8.6563 0.30 1.01 -1.11
H -21.0421 -13.6615 7.7097 0.26 -0.30 0.30
H -20.1974 -13.3829 9.2323 -0.29 -0.15 -0.05
H -18.9591 -11.6397 9.5518 0.20 0.06 0.08
H -18.5768 -10.6861 8.1798 0.42 0.33 0.35
C -14.4299 -7.7984 5.9295 -0.72 -0.60 -1.09
O -15.3151 -6.9757 5.6880 0.46 0.12 0.27
N -14.5113 -9.0806 5.4821 -0.14 -0.04 0.07
N -13.2595 -7.5833 6.5502 0.85 0.81 0.83
H -15.2027 -9.3043 4.7893 0.00 -0.23 0.22
H -13.7367 -9.6886 5.6719 -0.23 -0.30 -0.39
H -13.0285 -6.6888 6.9412 -0.32 0.06 0.05
H -12.7380 -8.3664 6.9012 0.04 0.09 0.01
C -16.8031 -7.0391 9.6939 0.95 1.38 1.31
O -16.6626 -6.4450 10.7716 -0.30 -0.46 -0.04
N -17.0210 -8.3497 9.5733 -0.64 -0.62 -0.30
N -16.6595 -6.3807 8.5276 -0.60 -0.19 -0.65
H -16.9277 -8.9412 10.3778 -0.13 -0.10 -0.16
H -17.3029 -8.6864 8.6593 0.28 -0.57 0.25
H -16.6053 -6.9306 7.6869 0.17 0.50 -0.34
H -16.5253 -5.3861 8.5548 0.24 -0.11 -0.14
C -19.6550 -5.3846 13.0367 0.14 -0.36 -1.44
O -19.0187 -4.7086 13.8253 -0.16 -0.32 0.20
N -19.3029 -6.5698 12.4830 0.50 -0.23 0.89
N -20.7983 -4.9139 12.4328 -0.55 1.41 0.97
H -19.9305 -6.9549 11.8020 0.30 -0.41 0.00
H -18.3719 -6.9227 12.6397 0.01 0.02 -0.32
H -21.4083 -5.4518 11.8425 0.06 -0.26 0.24
H -21.1952 -4.2013 13.0285 -0.42 0.06 -0.49
C -18.6764 -10.9455 12.1551 0.75 0.75 0.27
O -17.9139 -11.3426 11.2859 -0.09 -0.32 -0.12
N -20.0268 -10.9864 12.0990 -1.66 -0.27 0.14
N -18.2576 -10.3088 13.2975 -0.72 -0.58 -0.78
H -20.5900 -10.6860 12.8757 0.27 0.10 0.10
H -20.6171 -11.3485 11.3707 0.79 -0.09 -0.47
H -19.0316 -9.9649 13.8338 0.79 0.44 0.76
H -17.2856 -10.2534 13.5371 -0.16 0.14 0.16
C -16.6089 -1.8690 6.2055 0.56 1.00 -2.11
C -17.5677 -3.0436 6.1504 0.40 0.00 1.71
O -17.4135 -3.8813 5.0402 0.12 0.03 -0.58
O -15.2838 -2.3804 6.1221 0.66 -0.84 0.56
H -16.6211 -1.1822 7.0534 -0.88 -0.38 0.29
H -16.7416 -1.2492 5.3117 -0.29 0.11 0.01
H -18.6103 -2.7381 6.2216 0.13 0.20 0.19
H -17.2641 -3.5506 7.0729 -0.67 -0.52 0.05
H -17.0247 -4.7141 5.3200 0.22 0.07 -0.02
H -14.7063 -1.8006 5.6235 -0.14 0.11 -0.04
C -18.0945 -3.1609 10.8825 1.70 0.22 0.28
C -19.0874 -2.9083 9.8102 -2.16 0.55 -0.12
O -18.6916 -2.0827 8.7282 1.32 0.05 0.25
O -17.5324 -1.9229 11.3502 -0.52 0.64 -0.12
H -17.2096 -3.6787 10.4977 -0.41 -0.77 -0.05
H -18.5451 -3.6518 11.7454 -0.10 -0.32 -0.38
H -19.9447 -2.3463 10.2043 -0.11 -0.47 0.64
H -19.4991 -3.8331 9.4019 0.30 -0.12 0.05
H -18.2141 -1.3922 9.2093 0.08 0.31 -0.46
H -16.9492 -2.1490 12.0807 0.02 0.04 0.07
C -21.3042 -6.5957 8.7747 0.76 0.41 0.41
C -20.7867 -7.8232 9.5168 -0.12 0.02 -0.24
O -21.4972 -7.9594 10.7666 0.61 0.15 -0.13
O -22.6795 -6.3857 8.7261 -1.12 -0.48 -0.96
H -20.9227 -6.6008 7.7526 -0.16 -0.10 -0.04
H -20.8480 -5.7232 9.2567 0.16 0.01 0.09
H -19.7213 -7.6175 9.6490 -0.01 -0.03 0.73
H -20.7559 -8.7825 8.9960 -0.59 0.11 -0.29
H -22.2803 -8.4846 10.5841 -0.02 0.01 0.01
H -23.1357 -6.3490 9.5690 0.56 -0.05 0.32
O -16.0478 -5.0085 13.2525 0.23 0.11 0.22
H -16.8381 -4.7170 12.7902 -0.13 -0.21 0.06
H -15.4930 -5.3905 12.5640 -0.09 0.06 -0.20
O -14.6242 -10.2193 10.5310 0.15 0.02 -0.02
H -14.2725 -11.1089 10.4367 -0.05 -0.05 0.01
H -15.1970 -10.2673 11.3015 -0.06 -0.07 0.00

---

No. 3
17
Properties=species:S:1:pos:R:3:forces:R:3 method="wB97M-V/def2-TZVPD" orbital_gap_ev=9.017 lumo_ha=0.0270 smiles="CC/C=C/C=C/O"
C -0.6970 -0.9399 -2.5652 1.84 -0.25 -1.84
C 0.6087 -0.7772 -1.7608 -0.04 -0.86 1.03
C 0.1886 -0.7232 -0.2922 1.67 0.65 0.68
C 0.6149 0.3385 0.4420 1.02 0.19 0.19
C -0.0650 1.1982 1.4566 0.84 -1.64 0.02
C 0.0564 1.0205 2.7569 -0.16 0.52 1.34
O -0.5995 1.7832 3.7512 -0.13 -0.50 -1.04
H -0.9656 -1.9773 -2.4185 -1.37 0.15 0.69
H -1.3511 -0.0779 -2.4333 -0.52 -0.72 0.41
H -0.4907 -1.0029 -3.6661 0.21 0.54 0.69
H 1.2748 -1.6373 -1.9579 -0.13 0.42 -0.16
H 1.0867 0.1793 -1.9636 0.24 -0.14 -0.21
H -0.0518 -1.5833 0.3320 -1.92 -0.04 -0.72
H 1.6786 0.6217 0.3236 -0.74 1.03 -1.37
H -0.5294 2.0161 0.9296 -0.61 0.29 0.58
H 0.6685 0.2755 3.2702 0.01 -0.19 -0.78
H -1.4269 1.2859 3.7954 -0.21 0.54 0.50

---

No. 4
23
Properties=species:S:1:pos:R:3:forces:R:3 method="wB97M-V/def2-TZVPD" orbital_gap_ev=8.787 lumo_ha=0.0216 smiles="CC/C=C/N.O.O.O"
C 0.0268 0.5991 3.1032 1.48 -0.14 0.59
C 0.5130 -0.5088 2.1499 -0.83 -0.51 -0.59
C -0.4109 -0.8757 1.0213 -0.65 1.64 0.42
C -1.7406 -0.8919 1.1258 -0.08 -1.39 -1.66
N -2.5020 -1.5871 0.1176 0.04 0.92 0.28
H -0.2201 1.3841 2.3896 -0.13 0.45 0.53
H 0.8979 0.8712 3.7339 -0.09 0.32 -0.65
H -0.6903 0.5418 3.9139 -0.89 -0.87 -0.56
H 1.4184 -0.0586 1.7527 -0.02 -0.41 -0.50
H 0.7280 -1.5560 2.3923 0.67 0.51 1.56
H 0.0848 -1.1094 0.0844 -0.24 -0.46 0.00
H -2.3783 -0.5784 1.9403 0.50 0.07 0.40
H -3.4214 -1.1865 0.0073 -0.20 0.01 0.06
H -2.0470 -1.5067 -0.7826 0.10 -0.23 -0.04
H 3.5239 1.0978 3.5124 0.27 -0.44 -0.25
H 2.7950 0.4363 2.3656 0.79 -0.19 0.35
O 3.6237 0.3646 2.8791 -0.71 0.72 0.08
H 3.5196 -1.6451 -5.0567 -0.14 0.08 -0.10
H 2.4283 -0.7175 -5.6377 0.34 -0.59 0.00
O 2.8332 -1.5990 -5.7330 -0.20 0.51 0.10
H -3.2397 2.0658 -5.1086 0.23 0.31 -0.32
H -2.6428 3.5063 -5.4065 -0.09 -0.46 -0.15
O -3.0996 2.9536 -4.7642 -0.14 0.15 0.47

---

The evaluated energy relative to the best compared isomer or geometry (same formula, charge and spin) for the records listed, in turn: 0.0; 0.0; 332.4; 198.9 kJ/mol.